{
  "formula": "C9H64NO24",
  "method": "the ωB97M-V functional and the def2-TZVPD basis",
  "symbols": ["C", "C", "C", "C", "C", "C", "N", "O", "C", "C", "C", "H", "H", "H", "H", "H", "H", "H", "H", "H", "H", "H", "H", "H", "H", "H", "H", "H", "H", "O", "H", "H", "O", "H", "H", "O", "H", "H", "O", "H", "H", "O", "H", "H", "O", "H", "H", "O", "H", "H", "O", "H", "H", "O", "H", "H", "O", "H", "H", "O", "H", "H", "O", "H", "H", "O", "H", "H", "O", "H", "H", "O", "H", "H", "O", "H", "H", "O", "H", "H", "O", "H", "H", "O", "H", "H", "O", "H", "H", "O", "H", "H", "O", "H", "H", "O", "H", "H"],
  "positions_angstrom": [[8.7945, -10.0777, 11.5514], [7.7072, -9.1131, 12.1373], [7.2074, -8.2561, 10.8459], [6.0264, -7.3949, 11.0524], [4.8486, -8.2206, 11.6348], [5.2263, -9.0684, 12.8857], [6.4801, -9.8458, 12.7056], [6.7045, -11.0551, 13.5528], [4.0272, -10.0676, 12.8592], [5.1954, -8.1020, 14.1699], [8.3247, -8.1884, 13.1961], [9.5106, -10.5173, 12.2457], [9.3773, -9.5136, 10.8232], [8.2272, -10.8509, 11.0333], [7.0116, -8.9682, 10.0443], [8.0870, -7.6983, 10.5246], [5.8104, -7.1328, 10.0166], [6.2496, -6.5216, 11.6652], [4.3684, -8.6876, 10.7749], [4.1527, -7.4209, 11.8886], [3.0600, -9.5692, 12.7950], [3.9933, -10.7093, 13.7396], [4.0241, -10.7637, 12.0204], [5.6919, -7.1607, 13.9340], [5.8829, -8.3786, 14.9691], [4.2388, -8.1254, 14.6919], [7.6699, -7.5691, 13.8092], [9.0577, -7.5703, 12.6778], [8.8676, -8.8312, 13.8890], [4.0893, -8.6278, 17.5632], [4.3681, -9.5274, 17.3921], [4.0112, -8.2315, 16.6954], [9.0368, -12.0748, 15.0194], [9.4986, -12.5955, 14.3622], [8.3898, -11.5769, 14.5197], [5.2123, -10.7179, 16.3054], [5.2070, -10.2516, 15.4695], [4.7833, -11.5527, 16.1173], [9.2417, -5.0194, 13.3054], [8.9385, -5.0697, 14.2119], [9.1194, -4.1018, 13.0620], [0.0744, -9.6741, 12.6481], [-0.6803, -9.4357, 12.1097], [0.2235, -8.9096, 13.2044], [5.7382, -12.0328, 10.6775], [4.8810, -11.6374, 10.5192], [6.1674, -11.4373, 11.2919], [9.3110, -9.7941, 8.3668], [10.0872, -9.9123, 8.9143], [8.6383, -10.3315, 8.7850], [7.9841, -6.9570, 17.3846], [8.0680, -6.2437, 16.7518], [7.6130, -7.6818, 16.8815], [3.4915, -5.5641, 9.2355], [3.8751, -5.0505, 9.9464], [2.5743, -5.6737, 9.4865], [1.5942, -7.3854, 13.3179], [1.9239, -6.4918, 13.2231], [2.2202, -7.8112, 13.9036], [1.4423, -11.7823, 11.6147], [0.9599, -11.6222, 10.8036], [1.0807, -11.1518, 12.2375], [3.0171, -5.1957, 13.9477], [3.1913, -4.2634, 14.0763], [3.5974, -5.4516, 13.2307], [8.0924, -8.1490, 6.6901], [8.4337, -8.6418, 7.4363], [8.8638, -7.9553, 6.1574], [3.3156, -12.8147, 15.7242], [3.3692, -13.2684, 14.8830], [2.9805, -11.9449, 15.5067], [12.0182, -11.9435, 11.5616], [12.6826, -11.8184, 12.2392], [11.2557, -11.4609, 11.8810], [8.2273, -13.2060, 11.9950], [7.8114, -12.4103, 12.3268], [7.5145, -13.8421, 11.9347], [7.9792, -5.7860, 8.3440], [7.5832, -5.3827, 7.5715], [7.9386, -6.7266, 8.1710], [4.7499, -4.3167, 11.4371], [5.1134, -3.4627, 11.6711], [5.5155, -4.8617, 11.2553], [5.4650, -13.8554, 12.9738], [5.6166, -12.9103, 12.9728], [4.5150, -13.9461, 12.9001], [8.6473, -12.5948, 9.2085], [7.9859, -12.6487, 9.8984], [9.3540, -13.1665, 9.5084], [8.4235, -4.6016, 10.6012], [8.3981, -5.2744, 11.2816], [8.2466, -5.0752, 9.7885], [2.0484, -10.5011, 15.4128], [1.6157, -9.7646, 15.8448], [1.4767, -10.7166, 14.6760], [7.6988, -9.7163, 16.2384], [7.0683, -10.3003, 16.6599], [7.5106, -9.7949, 15.3032]],
  "forces_ev_per_a": [[-1.2, 0.6, 0.3], [-1.7, 0.3, 0.2], [1.9, -1.8, 1.8], [-0.6, -0.8, -0.4], [1.5, 2.1, -0.4], [-0.6, -0.8, -0.2], [0.6, -0.5, -1.9], [-0.1, 2.2, -0.9], [0.1, -0.4, 1.1], [1.0, -1.3, -0.4], [0.8, -0.6, -0.4], [-0.5, 0.0, 0.4], [0.0, 0.1, 0.1], [0.5, -0.1, -0.1], [-0.2, -0.2, 0.0], [0.1, 0.2, 0.0], [-0.7, 0.9, 0.2], [0.2, 0.1, 0.1], [0.2, -0.9, 0.4], [-0.6, -0.3, 0.6], [0.1, 0.4, 0.1], [0.1, 0.0, 0.1], [0.4, 0.3, 0.0], [-1.1, 0.6, -0.3], [0.2, -0.9, 0.0], [-0.3, 0.8, -0.5], [-0.2, 0.0, -0.5], [0.2, 0.3, 0.3], [0.1, 0.1, 0.2], [-0.7, 0.9, 0.6], [0.4, -0.6, -0.3], [0.1, 0.1, -0.1], [0.8, -0.2, 0.5], [-0.1, -0.3, -0.2], [-0.9, 0.3, -0.4], [-0.2, 0.1, 0.7], [0.3, -0.1, -0.5], [-0.1, -0.8, -0.1], [0.0, -0.1, 0.0], [0.0, -0.2, 0.3], [0.0, 0.3, -0.3], [-0.3, -0.4, 0.3], [-0.2, 0.0, -0.2], [0.4, 0.7, 0.0], [0.1, -0.6, -0.8], [-0.1, 0.1, -0.1], [0.1, 0.8, 0.8], [0.1, 0.4, -0.3], [0.2, -0.1, 0.1], [-0.1, -0.7, 0.1], [0.1, 0.6, 0.3], [0.0, 0.1, -0.1], [0.0, -0.9, -0.2], [-0.1, -0.3, -0.5], [0.2, 0.4, 0.3], [-0.2, -0.1, 0.0], [-0.6, -0.7, -0.2], [-0.1, 0.5, 0.3], [0.3, -0.1, 0.1], [0.5, -0.8, -0.1], [-0.1, 0.0, -0.1], [-0.2, 0.4, 0.0], [-0.2, 0.0, 0.2], [0.0, 0.2, 0.0], [0.6, 0.1, -0.3], [-0.8, 0.8, -0.5], [0.6, -0.7, 0.4], [0.2, 0.0, -0.1], [0.3, -0.6, 0.2], [0.3, -0.3, -0.1], [-0.4, 0.5, 0.2], [0.2, -0.1, -0.3], [0.2, 0.0, 0.2], [-0.3, 0.0, 0.1], [0.8, -0.4, -0.5], [-0.5, 0.6, 0.8], [-0.4, -0.2, 0.2], [0.0, 0.3, -0.1], [-0.1, 0.1, -0.1], [0.0, -0.5, -0.4], [-0.4, 0.0, 0.3], [0.1, 0.3, -0.1], [0.5, -0.3, -0.2], [-0.1, -0.8, 0.3], [0.4, 0.9, 0.2], [-0.1, -0.1, -0.3], [0.1, 0.3, -0.8], [-0.3, -0.2, 0.5], [0.1, -0.1, 0.3], [-0.1, 0.7, 1.0], [0.2, -0.2, 0.4], [-0.1, -0.2, -0.8], [-0.2, 0.4, -0.2], [0.0, 0.2, 0.4], [-0.3, -0.1, -0.4], [0.6, 1.1, 0.5], [-0.3, -0.3, 0.0], [-0.2, -0.5, -0.5]],
  "lowdin_charge": [-0.02, -0.40, -0.14, -0.20, -0.12, -0.41, -0.15, -0.27, -0.05, 0.00, -0.03, 0.07, 0.07, 0.05, 0.11, 0.10, 0.11, 0.09, 0.13, 0.09, 0.06, 0.05, 0.06, 0.07, 0.05, 0.06, 0.06, 0.07, 0.08, -0.06, -0.01, -0.01, -0.07, 0.01, -0.04, -0.05, 0.01, 0.03, -0.04, 0.03, 0.04, -0.05, 0.06, 0.01, -0.04, 0.03, -0.02, -0.04, 0.06, 0.02, -0.06, 0.01, -0.02, -0.05, -0.03, 0.03, -0.05, 0.00, 0.01, -0.06, 0.03, -0.03, -0.04, 0.05, 0.01, -0.06, -0.03, 0.05, -0.04, 0.03, -0.04, -0.05, 0.03, 0.00, -0.05, -0.03, 0.03, -0.03, 0.07, 0.02, -0.03, 0.06, 0.02, -0.05, -0.02, 0.03, -0.06, -0.02, 0.04, -0.07, -0.01, -0.05, -0.03, 0.07, 0.05, -0.06, 0.02, -0.02],
  "charge": -1,
  "e_above_lowest_ev": 2.603,
  "lumo_ha": 0.057,
  "e_tot_ha": -2241.81793
}



{
  "formula": "C29H32F3N3O4",
  "method": "the ωB97M-V functional and the def2-TZVPD basis",
  "symbols": ["C", "C", "O", "C", "C", "O", "O", "C", "O", "N", "C", "N", "C", "C", "C", "N", "C", "C", "H", "H", "H", "H", "H", "H", "H", "H", "H", "H", "H", "H", "H", "H", "H", "H", "H", "F", "C", "C", "C", "C", "C", "C", "H", "H", "H", "H", "H", "F", "C", "C", "C", "C", "C", "C", "H", "H", "H", "H", "H", "F", "C", "C", "C", "C", "C", "C", "H", "H", "H", "H", "H"],
  "positions_angstrom": [[-1.8563, 3.6780, 1.6167], [-2.0309, 2.4232, 2.4672], [-2.0635, 1.2345, 1.6878], [-1.3623, 0.1761, 2.3236], [0.0769, 0.1927, 1.7848], [0.8694, -0.6754, 2.6340], [1.9542, 0.0980, 3.1519], [3.0339, -0.0729, 2.2771], [3.3565, 0.8631, 1.5856], [3.7485, -1.3038, 2.2405], [3.2443, -2.1964, 1.1190], [3.4352, -3.5958, 1.3179], [3.7048, -1.9249, 3.5521], [4.8358, -1.8067, 4.3228], [4.8144, -2.3474, 5.5847], [3.8071, -3.0071, 6.1267], [2.7372, -3.0968, 5.3519], [2.6165, -2.5852, 4.0894], [-2.1916, 4.5377, 2.2045], [-0.7962, 3.8377, 1.4045], [-2.4486, 3.6551, 0.7013], [-2.9977, 2.4959, 2.9876], [-1.2652, 2.4258, 3.2507], [-1.3116, 0.2970, 3.4102], [-1.8324, -0.7842, 2.0990], [0.4692, 1.2030, 1.8887], [0.1317, -0.2004, 0.7669], [2.2111, -1.9400, 0.8739], [3.8271, -1.9168, 0.2358], [2.6741, -4.0397, 1.8067], [4.3326, -3.8225, 1.7199], [5.6913, -1.2700, 3.9359], [5.7077, -2.2268, 6.1953], [1.8727, -3.6146, 5.7635], [1.7011, -2.6812, 3.5223], [-1.9307, -1.4180, -1.3701], [-1.6911, -0.4218, -2.2502], [-1.7065, 0.8792, -1.7939], [-1.4542, 1.9100, -2.6874], [-1.2019, 1.6241, -4.0229], [-1.1959, 0.3071, -4.4646], [-1.4373, -0.7281, -3.5718], [-1.9150, 1.0758, -0.7491], [-1.4549, 2.9358, -2.3426], [-1.0092, 2.4300, -4.7197], [-1.0029, 0.0851, -5.5059], [-1.4285, -1.7615, -3.8934], [-4.9684, -5.5410, 3.4588], [-4.7227, -4.5521, 2.5781], [-4.7289, -3.2431, 3.0175], [-4.4708, -2.2266, 2.1084], [-4.2209, -2.5300, 0.7765], [-4.2234, -3.8517, 0.3525], [-4.4708, -4.8731, 1.2588], [-4.9336, -3.0274, 4.0581], [-4.4650, -1.1959, 2.4394], [-4.0234, -1.7350, 0.0700], [-4.0324, -4.0880, -0.6859], [-4.4691, -5.9101, 0.9497], [0.4924, 5.0985, -4.2576], [1.0953, 4.7939, -5.4237], [1.8576, 3.6461, -5.5069], [2.4739, 3.3298, -6.7086], [2.3287, 4.1685, -7.8058], [1.5617, 5.3214, -7.7026], [0.9346, 5.6366, -6.5054], [1.9650, 3.0092, -4.6381], [3.0678, 2.4291, -6.7886], [2.8135, 3.9226, -8.7415], [1.4511, 5.9773, -8.5558], [0.3262, 6.5261, -6.4077]],
  "forces_ev_per_a": [[0.2, -0.1, 0.4], [-1.0, 0.8, 0.0], [0.4, -0.2, 0.4], [0.6, -0.1, -0.5], [-0.3, -0.4, 0.7], [-0.1, -0.1, -0.3], [0.5, 0.0, 0.2], [1.1, 1.1, -1.5], [-0.5, -0.8, 0.6], [-1.7, -0.1, 1.3], [0.7, 0.3, -1.1], [-0.5, 0.2, -0.2], [0.2, 0.2, -0.5], [0.0, 0.3, -0.4], [1.2, 0.1, 0.9], [0.0, 0.1, -0.1], [-1.1, -0.7, 0.5], [0.0, 0.1, -0.8], [0.0, 0.0, -0.1], [-0.1, 0.0, -0.3], [0.1, -0.1, 0.0], [0.1, -0.1, 0.0], [0.1, -0.3, -0.2], [-0.2, 0.0, -0.1], [-0.2, 0.2, 0.0], [0.1, -0.1, -0.3], [0.0, 0.3, 0.0], [-0.1, -0.4, 0.2], [0.0, 0.2, 0.2], [0.2, -0.1, 0.2], [0.0, -0.1, 0.0], [0.1, -0.1, 0.1], [-0.1, -0.1, 0.1], [0.2, 0.0, 0.1], [0.0, 0.0, 0.2], [0.0, -0.1, 0.0], [0.1, 0.3, -0.2], [-0.1, 0.1, 0.3], [0.0, -0.1, -0.1], [0.0, 0.1, -0.1], [0.0, 0.1, 0.1], [0.0, -0.3, -0.1], [0.0, 0.0, 0.0], [0.0, 0.0, 0.0], [0.0, 0.0, 0.0], [0.0, 0.0, 0.0], [0.0, 0.0, 0.0], [0.0, 0.0, 0.0], [0.1, 0.2, -0.2], [0.0, 0.1, 0.2], [0.0, -0.1, -0.1], [0.0, 0.1, -0.1], [0.0, 0.1, 0.1], [0.0, -0.2, -0.1], [0.0, 0.0, 0.0], [0.0, 0.0, 0.0], [0.0, 0.0, 0.0], [0.0, 0.0, 0.0], [0.0, 0.0, 0.0], [0.0, 0.0, 0.0], [0.1, -0.1, -0.3], [0.0, -0.2, 0.2], [-0.1, 0.2, -0.1], [0.0, 0.0, -0.1], [0.1, -0.1, 0.1], [-0.1, 0.2, 0.0], [0.0, 0.0, 0.0], [0.0, 0.0, 0.0], [0.0, 0.0, 0.0], [0.0, 0.0, 0.0], [0.0, 0.0, 0.0]],
  "lowdin_charge": [-0.07, -0.28, -0.16, -0.18, -0.11, -0.11, 0.00, -0.46, 0.16, 0.03, -0.22, 0.04, -0.25, 0.00, -0.15, 0.07, -0.14, -0.02, 0.08, 0.07, 0.07, 0.12, 0.12, 0.13, 0.12, 0.13, 0.13, 0.12, 0.12, 0.07, 0.09, 0.12, 0.11, 0.11, 0.11, 0.04, -0.28, -0.01, -0.07, -0.09, -0.08, -0.02, 0.10, 0.11, 0.09, 0.11, 0.12, 0.06, -0.29, -0.02, -0.09, -0.10, -0.08, -0.02, 0.12, 0.10, 0.09, 0.11, 0.12, 0.05, -0.30, -0.03, -0.08, -0.10, -0.08, -0.02, 0.12, 0.11, 0.10, 0.10, 0.12],
  "e_above_lowest_ev": 0.000,
  "lumo_ha": 0.017,
  "e_tot_ha": -1888.93221,
  "smiles": "CCOCCOOC(=O)N(CN)c1ccncc1.Fc1ccccc1.Fc1ccccc1.Fc1ccccc1"
}



{
  "formula": "C19H48ClN2O10S7",
  "method": "the ωB97M-V functional and the def2-TZVPD basis",
  "symbols": ["C", "C", "O", "N", "C", "C", "C", "C", "S", "O", "O", "N", "S", "O", "O", "C", "C", "C", "Cl", "H", "H", "H", "H", "H", "H", "H", "H", "H", "H", "H", "H", "H", "H", "H", "H", "H", "H", "C", "S", "O", "C", "H", "H", "H", "H", "H", "H", "C", "S", "O", "C", "H", "H", "H", "H", "H", "H", "C", "S", "O", "C", "H", "H", "H", "H", "H", "H", "C", "S", "O", "C", "H", "H", "H", "H", "H", "H", "C", "S", "O", "C", "H", "H", "H", "H", "H", "H"],
  "positions_angstrom": [[-2.6844, 3.7886, 2.5743], [-1.7255, 3.0743, 3.4943], [-2.1100, 2.4660, 4.4552], [-0.3376, 3.1030, 3.1692], [-0.0071, 2.0300, 2.1874], [1.1160, 2.5061, 1.2757], [1.4217, 1.5890, 0.0890], [0.3303, 1.5855, -0.9833], [-1.0200, 0.3727, -0.8914], [-0.9310, -0.3796, -2.1276], [-2.2055, 1.1736, -0.6678], [-0.8000, -0.5248, 0.3948], [0.0674, -1.8577, 0.3404], [-0.7252, -3.0376, 0.0753], [1.2941, -1.7076, -0.4340], [0.5624, -1.9769, 2.0667], [2.0620, -1.8249, 2.2844], [2.4229, -1.7966, 3.7631], [2.5432, -0.1204, 4.4098], [-2.1991, 4.1539, 1.6673], [-3.4570, 3.0748, 2.2797], [-3.1423, 4.6160, 3.1209], [-0.1598, 3.9874, 2.7007], [-0.8877, 1.7475, 1.5994], [0.3213, 1.1498, 2.7459], [0.8555, 3.5006, 0.8826], [2.0235, 2.6304, 1.8793], [1.6364, 0.5709, 0.4138], [2.3425, 1.9532, -0.3809], [0.7533, 1.4185, -1.9753], [-0.1828, 2.5513, -0.9839], [0.0084, -1.2130, 2.6172], [0.2161, -2.9592, 2.3953], [2.4144, -0.9054, 1.8116], [2.5951, -2.6464, 1.7991], [3.3883, -2.2584, 3.9599], [1.6602, -2.2765, 4.3775], [-1.0500, 4.3320, 6.9108], [-2.5145, 5.1849, 6.3239], [-2.1440, 5.7859, 5.0126], [-2.4465, 6.5500, 7.4968], [-0.9132, 3.4705, 6.2584], [-0.1952, 5.0050, 6.8418], [-1.2114, 4.0045, 7.9386], [-1.4917, 7.0650, 7.3913], [-2.5735, 6.1684, 8.5105], [-3.2649, 7.2237, 7.2505], [-5.5424, 7.5926, 2.2233], [-6.3837, 6.4886, 3.3674], [-5.3628, 5.5215, 3.8319], [-7.3642, 5.6372, 2.1224], [-4.8315, 8.1746, 2.8061], [-5.0109, 6.9941, 1.4840], [-6.2676, 8.2535, 1.7477], [-6.6934, 5.1873, 1.3908], [-8.0488, 6.3410, 1.6485], [-7.9272, 4.8592, 2.6339], [2.3746, -2.4885, -3.3781], [3.5778, -3.7940, -3.1936], [4.8954, -3.1501, -2.9030], [3.6285, -4.2643, -4.9239], [2.1567, -2.0318, -2.4109], [2.7612, -1.7511, -4.0839], [1.4389, -2.9178, -3.7402], [3.9138, -3.3933, -5.5149], [2.6518, -4.6380, -5.2314], [4.3641, -5.0586, -5.0225], [-2.8462, -3.6195, -5.9938], [-1.5173, -2.5431, -6.5495], [-0.3727, -3.4337, -6.8960], [-1.1787, -1.8264, -4.9471], [-3.1783, -4.2006, -6.8521], [-2.4620, -4.2804, -5.2172], [-3.6671, -3.0127, -5.6127], [-0.9365, -2.6137, -4.2356], [-2.0436, -1.2642, -4.6004], [-0.3320, -1.1517, -5.0486], [5.7748, -9.1276, -6.5384], [5.1138, -8.7541, -4.9076], [4.3514, -7.4893, -5.0423], [6.6869, -8.3157, -4.1569], [4.9303, -9.3736, -7.1786], [6.2894, -8.2475, -6.9232], [6.4511, -9.9801, -6.4725], [7.1318, -7.4945, -4.7181], [7.3428, -9.1865, -4.1453], [6.4768, -7.9948, -3.1388]],
  "forces_ev_per_a": [[0.0, 0.0, -0.1], [0.2, 0.2, -0.3], [-0.2, -0.4, 0.5], [0.0, 0.3, -0.2], [0.1, 0.0, 0.2], [0.1, -0.1, 0.1], [0.0, 0.1, 0.0], [0.1, 0.1, -0.1], [0.1, 0.0, 0.1], [-0.2, 0.0, -0.1], [0.0, -0.1, -0.1], [0.1, 0.0, 0.0], [0.1, 0.1, 0.0], [0.1, 0.1, -0.1], [-0.1, -0.1, 0.1], [-0.1, 0.0, 0.3], [0.0, 0.1, -0.1], [0.0, -0.1, 0.1], [-0.1, 0.0, 0.0], [0.0, 0.0, 0.1], [0.0, 0.1, 0.1], [0.0, -0.1, -0.1], [-0.1, 0.0, 0.0], [0.1, 0.0, 0.0], [-0.1, 0.0, -0.1], [0.0, -0.1, 0.0], [-0.1, 0.0, 0.0], [-0.1, 0.0, 0.0], [-0.1, 0.0, 0.0], [0.0, 0.0, 0.1], [0.0, -0.1, -0.1], [0.0, -0.1, -0.1], [0.0, 0.1, 0.0], [0.0, -0.1, 0.0], [-0.1, 0.1, 0.0], [-0.1, 0.0, 0.0], [0.1, -0.1, -0.1], [0.0, -0.1, 0.0], [0.0, 0.0, -0.2], [0.1, 0.1, 0.0], [0.0, 0.0, 0.1], [0.0, 0.0, 0.0], [0.0, 0.0, 0.0], [0.0, 0.0, 0.0], [0.0, 0.0, 0.0], [0.0, 0.0, 0.0], [0.0, 0.0, 0.0], [0.0, 0.0, 0.0], [0.0, 0.0, -0.1], [-0.1, 0.0, 0.1], [0.0, 0.0, 0.0], [0.0, 0.0, 0.0], [0.0, 0.0, 0.0], [0.0, 0.0, 0.0], [0.0, 0.0, 0.0], [0.0, 0.0, 0.0], [0.0, 0.0, 0.0], [-0.3, 0.2, 0.0], [0.0, 0.0, 0.1], [0.0, 0.0, 0.0], [0.0, 0.0, -0.1], [0.2, -0.1, 0.0], [0.0, 0.0, 0.0], [0.1, -0.1, -0.1], [0.0, 0.0, 0.0], [0.0, 0.0, 0.0], [0.0, 0.0, 0.0], [0.0, 0.0, 0.0], [0.0, 0.0, 0.0], [0.0, 0.0, 0.0], [0.0, 0.0, 0.1], [0.0, 0.0, 0.0], [0.0, 0.0, 0.0], [0.0, 0.0, 0.0], [0.0, 0.0, 0.0], [0.0, 0.0, 0.0], [0.0, 0.0, 0.0], [0.0, 0.0, 0.0], [0.0, 0.0, 0.0], [0.0, 0.0, 0.0], [0.0, 0.0, 0.0], [0.0, 0.0, 0.0], [0.0, 0.0, 0.0], [0.0, 0.0, 0.0], [0.0, 0.0, 0.0], [0.0, 0.0, 0.0], [0.0, 0.0, 0.0]],
  "lowdin_charge": [0.00, -0.53, 0.07, 0.03, -0.20, -0.19, -0.22, -0.23, 0.50, -0.36, -0.36, -0.34, 0.53, -0.34, -0.36, -0.25, -0.30, -0.57, 0.53, 0.08, 0.10, 0.04, 0.10, 0.10, 0.09, 0.11, 0.11, 0.07, 0.11, 0.09, 0.09, 0.09, 0.10, 0.09, 0.12, 0.06, 0.07, -0.26, 0.81, -0.54, -0.28, 0.03, 0.06, 0.05, 0.05, 0.05, 0.04, -0.27, 0.80, -0.54, -0.27, 0.05, 0.06, 0.05, 0.06, 0.05, 0.05, -0.27, 0.80, -0.58, -0.28, 0.02, 0.06, 0.04, 0.05, 0.06, 0.01, -0.28, 0.79, -0.57, -0.29, 0.04, 0.06, 0.05, 0.06, 0.05, 0.05, -0.28, 0.81, -0.55, -0.27, 0.05, 0.06, 0.05, 0.06, 0.05, 0.05],
  "charge": -1,
  "lumo_ha": 0.070,
  "e_tot_ha": -4862.07389
}